Record 1
68
Properties=species:S:1:pos:R:3:lowdin_charge:R:1 method="wB97M-V/def2-TZVPD" charge=-1 e_tot_ha=-2307.3132 lumo_ev=2.64 gap_ev=8.34
S -1.55 -0.25 -1.51 0.40
S -3.23 0.35 -3.58 0.47
O -1.74 1.04 -0.90 -0.34
O 1.90 -6.26 2.11 -0.19
O -2.98 1.60 -4.24 -0.33
O -3.96 -0.65 -4.29 -0.34
O -0.15 -4.23 1.08 -0.12
O 1.07 -5.73 -1.29 -0.20
O 1.96 2.81 0.23 -0.19
O 1.45 6.06 1.74 -0.19
O 3.87 5.18 0.09 -0.13
O -0.23 -0.78 -1.34 -0.34
N -1.86 -0.24 -3.04 -0.32
N -2.54 -1.39 -0.83 -0.08
N -4.22 0.66 -2.25 -0.16
C 2.64 5.75 -0.34 -0.19
C 0.48 -6.25 -2.46 -0.12
C 2.86 -6.08 3.11 -0.12
C -4.14 2.41 -0.45 -0.27
C 0.85 -4.33 -1.16 -0.19
C 3.79 4.14 1.05 -0.19
C -4.51 2.05 -1.89 -0.24
C -0.33 -5.57 1.45 -0.20
C 0.58 -6.04 2.56 -0.21
C 2.04 6.73 0.64 -0.21
C 3.34 2.81 0.47 -0.23
C -4.42 1.30 0.55 -0.12
C 0.98 -3.90 0.28 -0.18
C 1.57 1.84 -0.74 -0.09
C 1.42 6.85 2.90 -0.12
H 2.90 6.31 -1.24 0.13
H 3.16 4.42 1.90 0.12
H -3.51 -1.19 -1.06 0.04
H -3.71 0.48 0.41 0.03
H 1.61 -3.79 -1.76 0.13
H -3.10 2.71 -0.40 0.09
H 1.75 0.83 -0.38 0.08
H 0.57 -5.29 3.36 0.12
H 3.59 2.02 1.20 0.13
H 1.90 -4.28 0.72 0.12
H 0.77 7.72 2.78 0.09
H 2.82 7.42 0.98 0.12
H -5.43 0.91 0.43 0.07
H -0.25 -6.24 0.58 0.12
H 2.76 -6.83 3.91 0.08
H 2.42 7.19 3.18 0.09
H 0.51 1.96 -0.94 0.07
H 3.84 -6.19 2.65 0.09
H -4.01 2.72 -2.58 0.10
H 0.95 -5.85 -3.36 0.09
H -0.14 -4.05 -1.53 0.13
H -4.29 1.66 1.57 0.07
H -4.74 3.28 -0.18 0.10
H 2.80 -5.08 3.56 0.09
H 4.81 4.01 1.41 0.12
H 0.18 -6.98 2.97 0.12
H -5.07 0.15 -2.50 0.09
H 1.92 4.97 -0.61 0.13
H 1.02 6.23 3.70 0.09
H 2.13 2.00 -1.67 0.09
H -1.35 -5.63 1.83 0.13
H 0.62 -7.33 -2.44 0.08
H -5.58 2.22 -2.01 0.11
H 1.01 -2.81 0.28 0.12
H 3.89 2.62 -0.45 0.13
H -2.37 -1.44 0.16 0.06
H -0.59 -6.03 -2.50 0.09
H 1.27 7.31 0.11 0.13

Record 2
87
Properties=species:S:1:pos:R:3:lowdin_charge:R:1 method="wB97M-V/def2-TZVPD" e_tot_ha=-17883.6365 lumo_ev=-1.90 gap_ev=6.47
Br 2.08 -6.44 -1.66 0.64
Br -2.09 -5.49 2.43 0.57
Br 1.49 -2.07 -0.18 1.01
Br 3.94 1.96 -1.85 0.95
Br 0.73 -1.18 -3.33 1.00
Br -0.41 -2.96 0.42 0.96
O -0.92 4.60 -1.62 0.06
O 1.16 0.66 1.66 -0.27
O 4.32 2.40 1.87 0.10
O -2.47 -3.26 -1.12 -0.11
O -4.13 -1.50 0.44 0.08
O 1.03 1.46 -0.33 -0.33
O 3.61 0.60 1.05 0.07
O -2.72 2.05 -1.60 0.01
O -2.90 2.05 0.46 0.04
O 0.45 4.72 0.07 0.08
O -0.43 -2.53 3.66 0.03
O -2.34 -0.24 0.45 -0.02
O -3.35 -2.40 -3.01 0.02
O 1.28 1.00 5.03 -0.01
O -1.00 2.51 -0.50 -0.08
O -1.00 0.68 -1.48 -0.13
O 3.44 1.23 5.06 0.09
O -1.97 -1.05 3.01 0.06
N -0.83 -1.39 3.35 -0.32
N 3.57 1.79 1.16 -0.49
N 2.39 1.14 4.46 -0.34
N -1.68 1.55 -2.04 -0.30
N -1.64 2.25 0.47 -0.22
N 0.15 4.28 -1.07 -0.35
N -2.42 -2.48 -2.09 -0.28
N -3.43 -0.53 0.03 -0.29
N 0.74 0.62 0.48 -0.19
C 1.05 3.27 -1.67 -0.03
C 1.04 -4.85 -1.13 -0.70
C 2.40 0.76 -1.80 -0.58
C -3.94 0.33 -1.11 0.08
C -1.28 -1.58 -2.24 -0.29
C -0.94 2.28 1.76 0.10
C -2.39 -3.50 2.35 -0.59
C 2.07 -3.73 -1.22 -0.48
C 0.19 -0.24 3.35 0.03
C -1.31 2.05 -3.43 0.12
C -2.27 -3.06 0.87 -0.55
C 2.49 -0.12 -3.04 -0.43
C 0.03 -0.62 0.03 -0.44
C 2.49 1.28 2.99 -0.02
C 2.58 2.55 0.38 -0.15
H 3.25 -0.89 -3.00 0.06
H 2.01 3.42 -1.17 0.04
H -1.68 -3.00 3.02 -0.05
H 1.21 3.51 -2.72 0.14
H 2.40 2.28 -0.66 -0.08
H 0.70 -0.29 4.31 0.09
H -2.68 -2.07 0.67 0.01
H 0.54 2.33 -1.48 0.06
H 2.33 -3.42 -2.23 0.05
H 3.09 0.39 2.80 0.14
H -2.20 2.15 -4.04 0.12
H -0.84 -0.12 -0.38 0.03
H -0.50 1.38 -3.72 0.08
H -3.11 0.73 -1.69 0.03
H -1.35 3.09 2.36 0.14
H -0.97 3.09 -3.38 0.08
H 2.60 0.44 -3.97 0.05
H -4.49 1.14 -0.63 0.12
H -2.76 -3.87 0.32 0.05
H 1.45 1.28 2.64 -0.02
H -1.48 -1.05 -3.17 0.05
H -3.31 -3.26 2.89 0.07
H 3.01 -3.96 -0.73 0.04
H 2.47 0.14 -0.90 0.03
H -4.59 -0.37 -1.64 0.11
H 0.59 -1.15 -0.75 -0.22
H 0.99 -0.58 2.69 0.12
H 0.14 2.38 1.68 0.10
H 0.64 -5.06 -0.14 0.00
H 1.49 1.36 -1.73 0.02
H -1.24 1.41 2.35 0.09
H 1.68 2.40 0.98 0.10
H -0.25 0.76 3.26 0.09
H -0.39 -2.20 -2.39 -0.08
H -0.34 -1.31 0.79 -0.08
H -1.28 -0.91 -1.38 0.05
H 3.07 2.16 2.71 0.08
H 0.22 -4.78 -1.85 0.05
H 2.71 3.62 0.54 0.14